1.
{
  "formula": "C22H37N2O4P",
  "method": "the ωB97M-V functional and the def2-TZVPD basis",
  "charge": 0,
  "e_homo_ev": -8.120,
  "de_lowest_ev": 15.121,
  "symbols": ["C", "C", "C", "C", "C", "C", "C", "C", "C", "C", "C", "C", "C", "C", "C", "N", "C", "C", "N", "C", "C", "H", "H", "H", "H", "H", "H", "H", "H", "H", "H", "H", "H", "H", "H", "H", "H", "H", "H", "H", "H", "H", "H", "H", "H", "H", "H", "H", "H", "C", "O", "P", "O", "O", "C", "O", "C", "H", "H", "H", "H", "H", "H", "H", "H", "H"],
  "positions_angstrom": [[5.85285, -3.61719, 2.61898], [6.59109, -2.49042, 1.65524], [5.57872, -1.76080, 0.59183], [4.12733, -1.31460, 1.21201], [3.82884, 0.32461, 1.06569], [2.49263, 0.62828, 0.13238], [1.08854, 0.70253, 1.01220], [1.08948, 2.01268, 1.99650], [-0.37904, 2.47472, 2.55232], [-1.35931, 1.26701, 3.05595], [-2.93965, 1.73279, 2.78074], [-3.66588, 0.48540, 1.99385], [-3.66717, 0.47176, 0.34702], [-4.34719, -0.74676, -0.51894], [-5.05313, -2.04960, 0.25780], [-5.59858, -3.12150, -0.64301], [-6.13966, -4.21775, 0.23300], [-6.19678, -4.25504, 1.85879], [-5.65796, -3.13400, 2.69706], [-5.05434, -2.02173, 1.88460], [-4.38917, -0.76631, 2.76547], [6.63382, -4.32105, 3.13369], [4.99670, -4.18782, 2.03878], [5.31946, -3.01497, 3.47898], [7.42072, -3.06517, 1.01995], [7.18520, -1.68586, 2.30563], [6.11722, -0.75277, 0.25014], [5.46204, -2.44382, -0.36469], [3.99421, -1.55129, 2.36440], [3.27385, -1.83069, 0.55915], [4.72226, 0.89805, 0.55372], [3.72316, 0.77039, 2.15964], [2.44708, -0.12635, -0.76607], [2.68016, 1.69735, -0.34682], [0.96764, -0.25155, 1.71402], [0.15077, 0.66629, 0.28361], [1.88531, 1.86477, 2.86625], [1.49715, 2.92073, 1.33779], [-0.87180, 3.15993, 1.74114], [-0.17327, 3.18077, 3.49127], [-1.21612, 1.10420, 4.21992], [-1.18659, 0.22731, 2.55039], [-3.41412, 1.98340, 3.82551], [-2.97154, 2.65637, 2.03898], [-3.15968, 1.34646, -0.27172], [-4.32335, -0.67881, -1.71130], [-6.57911, -5.17107, -0.33649], [-6.66884, -5.18551, 2.40347], [-4.44363, -0.79307, 3.94966], [-2.20412, -0.11014, -4.26777], [-0.91313, 0.36927, -3.95905], [-0.76429, 1.93924, -3.62922], [-1.52873, 2.41051, -2.43167], [-1.16858, 2.66068, -5.01228], [-0.56574, 2.22469, -6.21283], [0.83072, 2.15328, -3.54777], [1.28030, 3.43250, -3.15072], [-2.37754, -1.04296, -3.72459], [-2.98385, 0.60897, -4.00092], [-2.25653, -0.31244, -5.34186], [-1.32990, 1.75500, -6.83879], [0.24050, 1.50680, -6.03639], [-0.15920, 3.09120, -6.73934], [0.61284, 4.21857, -3.51551], [2.27636, 3.59773, -3.56937], [1.34055, 3.47675, -2.06046]],
  "nbo_charge": [-0.641, -0.407, -0.417, -0.431, -0.410, -0.408, -0.429, -0.410, -0.414, -0.414, -0.450, 0.007, -0.237, -0.214, 0.119, -0.382, -0.026, -0.036, -0.386, 0.128, -0.233, 0.221, 0.217, 0.204, 0.203, 0.205, 0.207, 0.211, 0.216, 0.212, 0.203, 0.206, 0.215, 0.196, 0.204, 0.225, 0.206, 0.201, 0.211, 0.210, 0.212, 0.230, 0.235, 0.230, 0.261, 0.242, 0.221, 0.234, 0.250, -0.257, -0.805, 2.553, -1.085, -0.816, -0.257, -0.806, -0.253, 0.202, 0.196, 0.181, 0.186, 0.195, 0.193, 0.188, 0.194, 0.195]
}


2.
{
  "formula": "C26H15BrF12N2O4Y",
  "method": "the ωB97M-V functional and the def2-TZVPD basis",
  "charge": -1,
  "e_homo_ev": -4.354,
  "de_lowest_ev": 0.000,
  "symbols": ["Y", "C", "C", "C", "C", "C", "N", "C", "C", "C", "C", "C", "C", "C", "C", "O", "C", "F", "F", "F", "C", "F", "F", "F", "C", "C", "C", "O", "C", "F", "F", "F", "C", "F", "F", "F", "H", "H", "H", "H", "H", "H", "H", "H", "H", "H", "H", "H", "Br", "C", "C", "N", "C", "C", "C", "C", "O", "O", "H", "H", "H"],
  "positions_angstrom": [[-0.72336, -0.08982, 0.56641], [4.92895, -3.67776, 3.13760], [3.94552, -2.58071, 2.81629], [4.36306, -1.29693, 2.47736], [3.44590, -0.33663, 2.13063], [2.04742, -0.55600, 2.10445], [1.23779, 0.46623, 1.61395], [1.52127, 1.77714, 1.96982], [2.09036, 2.06131, 3.22861], [2.43542, 3.33626, 3.61951], [2.21968, 4.41854, 2.77602], [2.58199, 5.82513, 3.18412], [1.60712, 4.16439, 1.55961], [1.22215, 2.88957, 1.14465], [0.46078, 2.68139, -0.17911], [-0.69944, 1.97187, -0.03418], [0.01308, 4.02510, -0.83451], [1.04893, 4.78485, -1.26754], [-0.77248, 3.81272, -1.89517], [-0.70250, 4.76962, 0.02121], [1.39966, 1.95649, -1.22097], [1.17452, 0.60968, -1.18646], [1.19380, 2.31089, -2.49739], [2.70111, 2.13761, -0.97644], [1.62227, -1.85986, 2.46708], [2.58637, -2.82418, 2.79185], [0.14413, -2.32576, 2.41951], [-0.79366, -1.34322, 2.33203], [-0.26188, -3.15096, 3.67871], [0.36129, -4.34367, 3.82847], [-0.02047, -2.44033, 4.78511], [-1.57134, -3.43409, 3.65188], [-0.00985, -3.19581, 1.13628], [-1.28257, -3.45797, 0.82639], [0.46529, -2.42071, 0.09200], [0.66922, -4.34070, 1.09332], [5.84806, -3.26815, 3.55882], [5.19688, -4.23832, 2.23797], [4.50938, -4.38432, 3.85458], [5.42123, -1.05510, 2.46165], [3.79295, 0.64490, 1.83351], [2.26821, 1.22932, 3.89741], [2.87939, 3.49042, 4.59808], [3.40448, 5.82350, 3.90064], [1.73320, 6.32862, 3.65496], [2.88176, 6.42168, 2.32132], [1.43425, 5.01611, 0.92039], [2.26416, -3.82616, 3.03105], [-7.92398, -0.59913, -2.44743], [-6.09208, -0.94911, -2.78313], [-5.70459, -1.42836, -4.02505], [-4.43597, -1.69126, -4.32304], [-3.51710, -1.48010, -3.38341], [-3.82268, -1.00252, -2.11583], [-5.14524, -0.72754, -1.80511], [-2.74662, -0.76090, -1.10392], [-3.05523, -0.29743, 0.02596], [-1.54876, -1.01117, -1.42645], [-6.43774, -1.60408, -4.80343], [-2.48729, -1.69249, -3.64026], [-5.39520, -0.34879, -0.82363]],
  "nbo_charge": [2.236, -0.618, -0.095, -0.194, -0.239, 0.160, -0.852, 0.276, -0.277, -0.192, -0.074, -0.619, -0.184, -0.125, 0.108, -0.917, 0.971, -0.342, -0.315, -0.322, 0.959, -0.328, -0.319, -0.315, -0.059, -0.156, 0.087, -0.908, 0.964, -0.341, -0.318, -0.318, 0.949, -0.301, -0.342, -0.313, 0.206, 0.208, 0.210, 0.197, 0.215, 0.215, 0.195, 0.205, 0.207, 0.208, 0.210, 0.207, 0.048, -0.138, 0.016, -0.410, 0.075, -0.187, -0.147, 0.771, -0.747, -0.767, 0.199, 0.221, 0.255]
}


3.
{
  "formula": "C27H75N6O13S",
  "method": "the ωB97M-V functional and the def2-TZVPD basis",
  "charge": -1,
  "e_homo_ev": -3.099,
  "symbols": ["N", "H", "H", "H", "H", "N", "H", "H", "H", "H", "S", "O", "O", "O", "O", "C", "C", "C", "O", "H", "H", "H", "H", "H", "H", "H", "C", "O", "C", "C", "N", "C", "C", "O", "C", "H", "H", "H", "H", "H", "H", "H", "H", "H", "H", "H", "H", "H", "H", "H", "C", "O", "C", "C", "N", "C", "C", "O", "C", "H", "H", "H", "H", "H", "H", "H", "H", "H", "H", "H", "H", "H", "H", "H", "C", "O", "C", "C", "N", "C", "C", "O", "C", "H", "H", "H", "H", "H", "H", "H", "H", "H", "H", "H", "H", "H", "H", "H", "C", "O", "C", "C", "N", "C", "C", "O", "C", "H", "H", "H", "H", "H", "H", "H", "H", "H", "H", "H", "H", "H", "H", "H"],
  "positions_angstrom": [[16.40947, -5.59736, 20.18567], [15.69571, -4.89340, 20.30852], [16.76321, -5.76238, 19.25415], [16.23298, -6.50762, 20.58614], [17.13146, -5.15169, 20.73359], [15.75021, -6.75959, 24.24242], [14.79464, -6.49522, 24.43501], [16.30213, -5.95366, 23.98561], [15.74050, -7.29980, 23.38908], [16.25175, -7.12030, 25.04145], [18.20576, -4.99982, 22.94458], [19.43330, -4.50370, 23.58986], [18.15076, -4.57068, 21.56285], [18.51675, -6.43272, 23.01957], [17.01891, -4.68096, 23.69568], [15.52528, -9.39335, 19.90293], [14.68758, -8.68794, 20.97020], [14.06902, -9.74250, 21.86251], [15.46857, -7.72802, 21.62698], [15.86640, -8.66380, 19.16842], [14.92583, -10.13054, 19.36879], [16.34073, -9.91689, 20.40197], [13.87489, -8.17960, 20.45133], [13.29713, -9.43902, 22.56975], [14.80105, -10.24582, 22.49410], [13.77283, -10.55486, 21.19885], [25.82604, -6.53132, 18.76930], [25.15758, -7.79353, 19.13606], [25.42767, -8.90568, 18.30306], [24.62334, -10.05188, 18.75928], [23.20082, -9.74542, 18.63797], [22.31930, -10.58116, 19.45312], [20.85034, -10.38819, 19.06811], [20.42364, -9.17802, 19.55826], [19.03783, -8.96498, 19.28273], [26.81294, -6.60929, 18.31319], [25.93547, -5.94957, 19.68456], [25.27957, -6.11090, 17.92507], [26.47384, -9.21012, 18.33396], [25.14968, -8.67969, 17.27362], [24.84759, -10.15853, 19.82062], [24.88707, -11.01205, 18.31584], [23.10343, -8.80762, 19.00010], [22.36787, -10.38658, 20.52452], [22.62858, -11.61973, 19.33562], [20.28987, -11.22733, 19.48021], [20.81942, -10.32496, 17.98039], [18.45460, -9.71936, 19.81079], [18.86648, -9.20135, 18.23256], [18.61490, -7.96715, 19.39922], [12.49495, -6.00797, 29.29268], [12.66117, -5.94691, 27.92997], [13.81567, -5.22191, 27.51174], [13.59961, -4.75459, 26.06098], [13.37123, -5.81044, 25.09954], [12.64770, -5.38915, 23.89505], [13.39010, -4.11024, 23.26052], [12.74843, -3.62862, 22.11000], [11.34659, -3.32919, 22.29818], [13.45987, -6.27758, 29.72201], [11.71682, -6.70474, 29.60433], [12.18818, -5.00737, 29.59730], [14.66319, -5.89849, 27.62153], [13.88585, -4.27912, 28.05425], [14.44772, -4.20065, 25.65852], [12.77478, -4.04263, 26.09045], [12.77603, -6.49379, 25.54549], [11.62441, -5.16911, 24.19927], [12.60935, -6.22269, 23.19373], [14.37924, -4.42256, 22.92565], [13.42203, -3.23624, 23.91105], [10.78032, -4.25951, 22.25423], [11.03436, -2.84894, 21.37083], [11.12476, -2.70232, 23.16184], [19.44346, -2.16978, 19.10191], [19.11069, -2.78579, 17.87421], [18.01940, -3.72557, 17.92709], [18.66478, -5.11557, 17.92744], [17.76165, -6.22059, 17.81858], [17.03565, -6.20870, 16.51782], [16.24921, -7.49281, 16.39731], [17.04045, -8.65694, 16.34044], [16.34042, -9.87116, 16.04253], [18.55517, -1.78125, 19.60000], [20.17110, -1.40590, 18.82779], [19.89001, -2.93470, 19.73719], [17.41630, -3.59692, 17.02830], [17.35092, -3.55960, 18.77188], [19.21497, -5.23630, 18.86061], [19.42061, -5.16662, 17.14373], [18.21443, -7.12280, 17.85186], [17.88515, -6.11836, 15.84085], [16.38557, -5.34325, 16.38942], [15.52607, -7.38987, 15.58825], [15.70577, -7.56023, 17.33977], [17.10600, -10.58504, 15.73862], [15.71828, -9.85775, 15.14763], [15.81408, -10.26845, 16.91041], [14.59173, 1.05119, 21.20501], [14.90185, -0.24722, 20.72690], [14.98951, -1.21754, 21.71600], [15.69520, -2.49560, 21.23261], [14.82364, -3.42285, 20.49073], [14.44339, -2.82016, 19.21305], [13.42056, -3.68765, 18.44509], [14.00740, -4.95388, 18.13492], [13.04449, -5.74679, 17.41069], [15.21923, 1.24140, 22.07574], [13.55067, 1.08590, 21.52609], [14.70510, 1.79783, 20.41903], [14.02538, -1.38756, 22.19523], [15.58026, -0.83298, 22.54740], [16.10865, -3.03509, 22.08472], [16.50043, -2.22474, 20.54971], [14.02697, -3.62377, 21.07815], [15.33771, -2.50953, 18.67287], [14.06287, -1.83251, 19.47352], [13.17226, -3.10162, 17.56021], [12.46574, -3.84831, 18.94569], [13.32407, -6.80023, 17.39673], [12.87312, -5.33869, 16.41460], [12.09210, -5.75349, 17.94080]],
  "mulliken_charge": [2.146, 0.279, -0.019, 0.114, 0.059, 0.131, 0.387, -0.206, 0.489, 0.398, 1.264, -0.862, -0.748, -0.765, -0.870, -0.802, 0.785, -1.868, -0.814, -0.278, 0.424, 0.278, 0.002, 0.326, 0.374, 0.422, -0.781, -0.313, -0.576, -0.662, -0.351, -0.834, -0.529, -0.292, -0.373, 0.314, 0.250, 0.311, 0.418, 0.341, 0.350, 0.408, 0.245, 0.348, 0.533, 0.335, 0.314, 0.243, 0.268, 0.092, -0.727, -0.328, -0.782, -0.680, -0.425, -1.219, 0.291, -0.495, -1.089, 0.297, 0.220, 0.285, 0.362, 0.443, 0.298, 0.403, 0.246, 0.564, 0.330, -0.210, 0.381, 0.348, 0.308, 0.334, -0.529, -0.517, 0.706, -1.052, -0.116, -0.698, -0.182, -0.358, -0.763, 0.148, 0.312, 0.259, 0.346, -0.582, 0.286, 0.597, -0.221, 0.480, 0.262, 0.614, -0.332, 0.280, 0.388, 0.174, -0.825, -0.333, -1.025, 0.546, 0.065, -0.724, -0.975, 0.089, -1.044, 0.342, 0.300, 0.232, 0.268, 0.745, -0.182, -0.247, -0.240, 0.464, 0.552, 0.396, 0.318, 0.202, 0.343, 0.375]
}


4.
{
  "formula": "C2H3IrN2O2S3",
  "method": "the ωB97M-V functional and the def2-TZVPD basis",
  "charge": 0,
  "e_homo_ev": -8.382,
  "symbols": ["Ir", "N", "N", "C", "O", "O", "H", "H", "H", "S", "C", "S", "S"],
  "positions_angstrom": [[0.13999, 0.74290, 0.40615], [-0.54617, -1.10675, -0.48454], [0.50218, -1.67874, -1.20591], [1.73020, -1.04323, -1.25090], [2.64611, -1.51515, -1.86410], [1.72883, 0.07860, -0.56290], [-0.84801, -1.71765, 0.26974], [-1.32971, -0.88295, -1.09218], [0.37124, -2.54913, -1.69284], [-1.02702, 3.89723, 2.74975], [-1.13439, 2.49692, 1.93019], [-0.70777, 0.93079, 2.55572], [-1.52548, 2.34716, 0.24182]],
  "nbo_charge": [0.840, -0.543, -0.526, 0.870, -0.593, -0.763, 0.404, 0.404, 0.408, 0.004, -0.608, 0.052, 0.052]
}


What did the fourth record say?
{
  "formula": "C2H3IrN2O2S3",
  "method": "the ωB97M-V functional and the def2-TZVPD basis",
  "charge": 0,
  "e_homo_ev": -8.382,
  "symbols": ["Ir", "N", "N", "C", "O", "O", "H", "H", "H", "S", "C", "S", "S"],
  "positions_angstrom": [[0.13999, 0.74290, 0.40615], [-0.54617, -1.10675, -0.48454], [0.50218, -1.67874, -1.20591], [1.73020, -1.04323, -1.25090], [2.64611, -1.51515, -1.86410], [1.72883, 0.07860, -0.56290], [-0.84801, -1.71765, 0.26974], [-1.32971, -0.88295, -1.09218], [0.37124, -2.54913, -1.69284], [-1.02702, 3.89723, 2.74975], [-1.13439, 2.49692, 1.93019], [-0.70777, 0.93079, 2.55572], [-1.52548, 2.34716, 0.24182]],
  "nbo_charge": [0.840, -0.543, -0.526, 0.870, -0.593, -0.763, 0.404, 0.404, 0.408, 0.004, -0.608, 0.052, 0.052]
}